C21H27N4O8 | wB97M-V/def2-TZVPD

Each line ends with the Mulliken charge.
Cartesian coordinates (Å):
O: -0.56583 2.40285 1.36576  -0.411
C: -1.18272 3.42292 1.43785  0.232
O: -2.63516 3.37311 1.37171  -0.240
N: -3.15660 4.18200 2.36177  0.043
C: -4.08347 5.07113 2.09295  0.444
N: -4.66278 5.95511 2.94889  -0.577
C: -5.53705 6.65123 2.27287  -0.057
N: -5.56101 6.25533 0.98293  -0.251
N: -4.64772 5.27692 0.89748  0.183
C: -0.55192 4.77471 1.64060  0.414
C: 0.53392 4.92533 2.48789  -0.382
C: 1.08058 6.18497 2.66707  -0.641
C: 0.53466 7.27913 2.03113  -0.318
C: -0.55219 7.15552 1.17434  -0.860
C: -1.07051 5.89257 0.99499  0.115
H: -2.75316 4.09195 3.28620  0.260
H: -6.19532 7.43747 2.62785  0.417
H: -6.12282 6.61394 0.22346  0.224
H: -4.41307 4.79205 0.04036  0.296
H: 0.93163 4.04016 2.98375  0.440
H: 1.95054 6.26536 3.31538  0.406
H: 0.95543 8.27090 2.19073  0.386
H: -1.00710 8.00479 0.67149  0.413
H: -1.92690 5.71876 0.33939  0.458
O: -1.47322 -3.12963 4.11830  -0.561
C: -1.71888 -2.29835 3.29895  0.465
O: -2.38187 -1.14148 3.58259  -0.373
C: -2.61484 -0.40766 2.37179  -0.106
C: -1.57430 -0.91293 1.38942  -0.506
C: -1.40206 -2.36364 1.81871  -0.084
H: -3.63593 -0.60728 2.03544  0.239
H: -2.51151 0.65874 2.56907  -0.008
H: -1.87093 -0.79460 0.34845  0.435
H: -0.63650 -0.37421 1.53378  0.226
H: -2.12171 -3.02157 1.32951  0.283
H: -0.38773 -2.71527 1.65185  -0.021
O: 0.51359 -2.63220 -1.76020  -0.650
C: 1.09375 -3.50660 -1.18137  0.653
O: 0.53424 -4.70185 -0.87184  -0.411
C: 1.45385 -5.47996 -0.08292  -0.433
C: 2.82624 -4.90612 -0.39208  -0.328
C: 2.50963 -3.43931 -0.65121  -0.385
H: 1.18453 -5.37272 0.97072  0.242
H: 1.37103 -6.52861 -0.36086  0.359
H: 3.54970 -5.06813 0.40493  0.392
H: 3.22293 -5.35993 -1.30150  0.029
H: 2.51590 -2.85216 0.26970  0.294
H: 3.18167 -3.00515 -1.38675  0.259
O: 4.68882 -3.90426 -3.07164  -0.566
C: 4.51865 -4.60166 -4.03053  0.498
O: 5.39327 -5.55803 -4.41742  -0.352
C: 4.96104 -6.14270 -5.65895  -0.446
C: 3.46931 -5.86461 -5.73161  -0.526
C: 3.35727 -4.53216 -5.00055  -0.269
H: 5.51282 -5.67083 -6.47489  0.264
H: 5.18365 -7.20746 -5.65442  0.326
H: 3.08436 -5.84476 -6.74965  0.328
H: 2.92182 -6.63208 -5.18104  0.262
H: 3.50727 -3.68378 -5.66999  0.313
H: 2.41265 -4.43527 -4.47066  0.165

The value obtained for the total energy is -44547.291 eV. The charge is +1. The value obtained for the molecular weight is 463.5 Da. The highest occupied orbital energy is -11.41 eV. For the HOMO-LUMO gap, the calculation gives 8.02 eV.